A gas-phase ion, C4H8NS (charge +1). Source: the Open Molecules 2025 dataset; level of theory: wB97M-V/def2-TZVPD.

The geometry in XYZ format:
```
14
Properties=species:S:1:pos:R:3:forces:R:3:nbo_charge:R:1
C -1.10747 1.33455 -2.61086 1.3140 1.6040 2.1286 -0.2741
C -0.55802 0.13530 -2.34322 -1.1835 -1.4967 -2.0128 -0.2757
C 0.01168 -0.37934 -1.15639 -1.1804 3.2472 0.9707 -0.3544
C 0.86983 -0.40704 1.51880 -0.6026 1.1193 -1.5058 -0.4763
N 0.57696 -0.48248 2.94389 -1.3165 1.5339 0.2893 -0.7096
S -0.08490 0.40742 0.34126 0.3695 -0.7271 0.7434 0.6024
H -1.76238 1.54749 -3.39259 -0.7030 -0.1827 -1.5170 0.2181
H -0.89509 2.27742 -2.02040 -0.1664 -1.4194 -0.2902 0.2010
H -0.71696 -0.71064 -3.15640 0.3567 1.7761 1.7721 0.2497
H 0.41612 -1.28753 -1.24067 1.7521 -3.4145 0.1986 0.2261
H 1.62126 -1.07287 1.32004 1.6041 -1.3975 -1.2527 0.2125
H -0.26404 -1.14143 3.06298 1.3919 1.4232 0.8481 0.4605
H 0.47093 0.53133 3.24779 -0.9003 -1.6035 0.1842 0.4588
H 1.42208 -0.75219 3.48579 -0.7355 -0.4623 -0.5564 0.4610
```
Positions in Å, forces in eV/Å.

## Properties
- spin multiplicity = 1
- HOMO-LUMO gap (alpha / beta) (Ha) = 0.2794 / 0.2482
- net charge = +1
- ΔE to the lowest compared entry with this formula, charge and spin (kJ/mol) = 323.80

***

A molecular structure, C24H40BF14NO26S5Zr. Source: the Open Molecules 2025 dataset; level of theory: wB97M-V/def2-TZVPD.

The geometry in XYZ format:
```
112
Properties=species:S:1:pos:R:3:forces:R:3:lowdin_charge:R:1
Zr -1.19994 4.74367 -2.34289 -2.3758 -2.1889 5.2449 1.8349
N -0.86797 4.98340 -4.36481 2.9658 1.6201 -6.0351 -0.4174
S -1.40979 4.24729 -5.72384 -5.0907 -4.5998 1.6510 0.5299
O -0.74113 3.07742 -6.15841 1.6804 0.7440 -0.4567 -0.1975
O -2.17583 5.02053 -6.62087 0.6638 0.8971 0.0017 -0.1920
F -2.52410 3.48528 -4.79553 -0.0935 0.7316 -0.2528 -0.2109
S 0.39401 5.82073 -5.20119 0.8222 2.0880 3.4282 0.5075
O -0.05350 6.87782 -6.01538 -0.6066 -0.0308 -0.6845 -0.2029
O 1.45233 4.98281 -5.58074 0.4312 -0.9969 -0.6620 -0.2024
F 0.91634 6.54531 -3.91320 0.0582 0.0486 0.0502 -0.1609
B 0.92058 4.66504 -1.40844 1.7016 -0.7450 -0.0853 -0.3811
H 0.38903 5.67179 -1.27294 -0.6790 1.5236 0.7329 -0.0515
H 0.25531 3.78826 -1.04839 -1.2419 -1.1249 0.7556 0.0040
H 0.86241 4.53973 -2.56591 0.1413 -0.2623 -1.8682 -0.0433
H 2.04903 4.50751 -1.07608 0.0523 0.3059 0.1816 0.0523
O -2.00036 5.10507 -0.35588 0.3661 -0.6997 -2.1525 -0.3965
C -2.71637 4.02149 0.19993 0.8323 0.0748 0.6606 -0.3095
C -2.94623 2.83333 -0.77185 -0.7328 -0.0966 -0.9021 -0.2755
O -2.28218 2.93684 -2.02982 1.3228 3.0246 0.3643 -0.3790
H -3.57268 4.47474 0.71825 -0.5509 -0.5954 -0.4482 0.0968
H -2.18127 3.51571 1.02126 0.4503 0.6579 0.0753 0.1062
H -4.01659 2.71227 -1.00005 -0.0061 -0.0841 0.1724 0.0935
H -2.60562 1.90901 -0.29899 -0.0795 0.0096 0.0688 0.1104
C 3.50002 1.24808 -5.77183 -0.0712 -0.8721 -0.5678 -0.0592
C 2.37294 1.87111 -5.00063 0.3330 -0.3127 0.2841 -0.1755
O 1.47389 0.80490 -4.59025 0.4122 -0.5310 -0.6139 0.0673
C 0.47290 1.14834 -3.84257 -0.3881 0.4452 0.0588 -0.4028
O 0.31038 2.21332 -3.31895 -0.1454 0.5732 0.1712 0.1155
C -0.57941 0.04389 -3.69068 -0.1278 -0.4297 0.0642 -0.5361
F -0.75401 -0.23328 -2.39529 0.0754 -0.0489 0.1700 0.1722
F -1.75249 0.44104 -4.17782 0.1024 0.1198 -0.1302 0.1794
F -0.22117 -1.07705 -4.31700 -0.0409 -0.0582 0.0320 0.1767
H 3.15244 0.71302 -6.66038 -0.1908 0.3362 -0.0725 0.0859
H 4.00233 0.45925 -5.20819 0.1552 0.3512 0.3041 0.0834
H 4.20781 2.00930 -6.09283 0.0714 0.0105 0.1061 0.0820
H 1.78501 2.55552 -5.60277 0.0512 0.2596 0.1768 0.1010
H 2.78006 2.32305 -4.09568 -0.3309 0.3472 -0.0595 0.1344
C -1.09290 10.30977 -7.31424 0.3839 0.5371 0.1519 -0.0530
C -1.82089 9.91001 -8.56095 0.4982 -0.3243 -0.7147 -0.1843
O -2.72046 8.81425 -8.29271 -0.2543 0.1635 0.9725 0.0436
C -3.02083 8.00186 -9.27462 -0.2073 0.1689 -0.3538 -0.4069
O -2.62206 8.07536 -10.39770 0.1312 -0.2123 -0.4488 0.1634
C -4.02283 6.89935 -8.84320 0.7637 -0.0686 -0.0027 -0.5375
F -3.42932 5.70296 -8.94872 -0.1227 0.1757 0.0611 0.1618
F -4.40487 7.08809 -7.58172 -0.3246 -0.1944 -0.3511 0.1547
F -5.08237 6.88744 -9.64805 -0.1842 0.1953 0.1201 0.1805
H -1.70128 10.81085 -6.56220 -0.2025 -0.2938 0.0294 0.0784
H -0.32777 11.03984 -7.59706 -0.0584 -0.0350 -0.0957 0.0907
H -0.54385 9.47029 -6.88822 -0.2335 -0.0719 0.0991 0.0643
H -1.09137 9.56036 -9.28785 0.0444 -0.0750 -0.1366 0.1189
H -2.37288 10.70584 -9.06042 -0.1661 0.0656 0.2648 0.1357
C -6.60480 5.62753 -0.40427 0.1072 0.5113 0.2727 -0.0409
C -5.28624 5.60107 -1.14829 -0.2384 -0.6137 0.0950 -0.1731
O -5.45954 6.23856 -2.44026 -0.2716 0.3053 -0.1098 0.0784
C -4.46036 6.20424 -3.27326 -0.8134 0.2496 0.0793 -0.3693
O -3.39373 5.69333 -3.09111 1.1189 -0.5731 0.2265 0.0645
C -4.79445 6.88802 -4.61661 -0.1256 0.2828 -0.1692 -0.5499
F -5.27942 5.98483 -5.47063 -0.0625 -0.1744 0.2889 0.1793
F -5.69789 7.86561 -4.47956 0.1187 -0.2133 0.1056 0.1807
F -3.68466 7.40593 -5.10948 0.2288 0.0290 -0.0756 0.1809
H -6.65827 4.80758 0.31021 0.1071 -0.0858 -0.0614 0.0832
H -7.46641 5.56274 -1.06530 0.0727 -0.0479 -0.1047 0.0859
H -6.66780 6.54885 0.17598 -0.2520 0.0225 -0.0988 0.0819
H -4.98475 4.57202 -1.33639 0.2318 0.0752 -0.0504 0.1065
H -4.50394 6.12445 -0.60508 0.1826 -0.0794 -0.1008 0.1241
C 1.40639 7.99813 -0.42104 0.6058 0.0539 0.4936 -0.0475
C -0.04379 8.03568 -0.02345 0.3009 -1.4750 0.1239 -0.1507
O -0.83240 8.77513 -0.97458 0.0239 1.5447 0.8622 0.1064
C -1.20689 8.28314 -2.08194 0.6425 -0.7747 -0.6505 -0.3486
O -1.14459 7.11603 -2.41729 -0.4759 -0.3534 -0.0962 0.0069
C -1.65073 9.36014 -3.09479 -0.2245 0.0666 0.0181 -0.5227
F -1.31182 10.57639 -2.68172 -0.1325 -0.0599 -0.1131 0.1932
F -1.08032 9.12656 -4.26956 -0.2153 -0.0345 0.1703 0.1896
F -2.98934 9.30191 -3.22122 0.1952 0.0722 -0.0446 0.1709
H 1.65067 7.34782 -1.25684 -0.2490 0.2917 -0.3072 0.0600
H 1.95009 7.55691 0.42119 -0.1029 0.0313 0.0392 0.0987
H 1.80856 9.00405 -0.54109 -0.0278 -0.0221 -0.2704 0.0923
H -0.13308 8.50438 0.94937 -0.4332 0.3760 -0.1683 0.1345
H -0.45454 7.02553 0.03112 -0.0962 0.0527 0.1587 0.0993
C 2.25078 6.76242 -8.72072 -0.8101 0.2203 0.9015 -0.1728
C 1.39089 6.70661 -9.96756 0.5300 0.0279 -0.7108 -0.1287
O 1.71473 7.91723 -10.68245 0.1590 0.1717 0.1830 -0.1912
S 3.19039 8.41889 -10.34588 -0.4600 -0.7854 0.2802 0.5780
O 3.13381 9.75091 -9.89725 -0.0934 0.9231 0.1565 -0.2131
O 4.05952 8.05297 -11.39706 0.4586 -0.1934 -0.3008 -0.2172
O 3.44255 7.46236 -9.08640 0.1093 -0.3205 -0.5784 -0.1871
H 2.47608 5.76081 -8.36059 0.3307 0.0583 -0.0579 0.1335
H 1.78560 7.32036 -7.90695 -0.0821 -0.0324 -0.0974 0.0924
H 0.31316 6.72988 -9.85765 -0.0287 -0.1837 0.3990 0.1314
H 1.70254 5.84796 -10.56805 -0.2017 0.0920 -0.1645 0.1338
C -4.65889 1.42364 -4.35091 -0.3437 0.7058 -0.1027 -0.1537
C -5.47182 2.51252 -5.03439 -0.4712 0.4890 0.3773 -0.1797
O -4.80456 2.72891 -6.27313 0.0918 -0.3198 -0.2075 -0.1940
S -4.38972 1.28469 -6.84931 -0.6977 0.7299 0.7319 0.5822
O -3.12492 1.39286 -7.44665 0.8877 0.0228 -0.3210 -0.1959
O -5.48512 0.74713 -7.55903 -0.4730 -0.4185 -0.3795 -0.2094
O -4.30269 0.55636 -5.43858 0.1134 -0.3267 0.1533 -0.1851
H -5.29729 0.91765 -3.63083 0.2756 -0.4146 -0.0328 0.1366
H -3.75462 1.83100 -3.89815 -0.0961 -0.2100 0.0883 0.0884
H -5.51714 3.45309 -4.48494 0.4173 0.0020 -0.0466 0.1185
H -6.51879 2.23228 -5.19266 0.1629 -0.2906 -0.2362 0.1338
C 5.45514 8.36316 -3.92429 0.4705 0.5274 -0.7325 -0.1263
C 4.95523 7.02553 -4.39668 0.2533 -0.3143 -1.2360 -0.1569
O 3.53481 7.19311 -4.53180 0.4093 0.2579 0.4794 -0.2126
S 3.23602 8.72630 -4.95667 0.0096 -1.3863 1.2587 0.5649
O 2.40646 9.27125 -3.95309 -0.3866 0.5441 0.5510 -0.2160
O 2.81441 8.70071 -6.28866 -0.1252 0.5479 -1.5090 -0.1875
O 4.71519 9.25998 -4.80695 -0.2998 0.0228 0.1363 -0.1811
H 6.47601 8.56443 -4.24054 0.1631 -0.2723 0.4466 0.1388
H 5.28680 8.62132 -2.88155 -0.1592 -0.0660 0.0141 0.1349
H 5.23215 6.12466 -3.85958 -0.4221 0.1894 0.6012 0.1388
H 5.34057 6.87611 -5.41357 0.0878 0.0219 0.0833 0.1374
```
Positions in Å, forces in eV/Å.

## Properties
- spin multiplicity = 1
- HOMO-LUMO gap (Ha) = 0.1846
- net charge = 0

***

A molecular structure, C3H8N2O2. Source: the Open Molecules 2025 dataset; level of theory: wB97M-V/def2-TZVPD.

The geometry in XYZ format:
```
15
Properties=species:S:1:pos:R:3:forces:R:3:nbo_charge:R:1
C 3.46794 0.25221 -0.11193 3.9586 4.2695 -1.0983 -0.2817
N 4.10165 1.54698 0.16672 -2.2072 -1.0027 -0.3067 -0.4833
C -3.36724 -0.33037 -0.55602 3.7633 1.5776 -1.1313 0.5643
O -4.27994 -0.91422 -1.42694 0.4256 0.4813 3.0539 -0.6491
O -3.57166 0.58510 0.18728 -0.6022 -0.3691 -0.2196 -0.5279
C 2.20668 -0.00009 0.80434 -4.3814 -1.4477 2.7193 -0.3135
N 1.37710 -1.12061 1.05938 1.9598 -0.9327 -1.6600 -0.5252
H 4.48461 0.02395 0.27613 -0.3806 -2.6249 0.1023 0.3122
H 3.24899 0.19675 -1.17488 -0.1946 -0.6296 0.0796 0.2123
H 3.99386 2.21737 -0.59371 0.0070 -0.1378 -0.4130 0.3214
H -2.37156 -0.80840 -0.59259 -0.1530 -0.0276 -0.1811 0.1247
H 2.51925 0.49022 1.72598 0.3106 -0.1983 0.0480 0.2278
H 1.35875 0.45983 0.32627 0.6169 2.3396 -0.4008 0.2249
H 1.85748 -1.97990 1.34234 0.2810 0.3655 0.9142 0.3061
H -4.57011 -1.01144 -0.46246 -3.4037 -1.6631 -1.5064 0.4870
```
Positions in Å, forces in eV/Å.

## Properties
- spin multiplicity = 1
- HOMO-LUMO gap (Ha) = 0.1834
- net charge = 0
- ΔE to the lowest compared entry with this formula, charge and spin (kJ/mol) = 1033.67

***

Largest force on an atom across the listed records, respectively: 3.84; 7.06; 5.92 eV/Å.